# CH5N4S

A structure of composition CH5N4S in a non-equilibrium geometry (the ωB97M-V functional and the def2-TZVPD basis, the Open Molecules 2025 dataset).

Structure (XYZ):
```
11
Properties=species:S:1:pos:R:3:forces:R:3
C 1.019 0.585 -0.081 0.58 1.13 0.74
N 2.023 0.895 0.482 -3.42 -1.23 -1.79
H 3.378 1.306 1.692 1.48 -0.08 -1.24
H -1.388 -1.847 -0.070 -0.23 0.27 -0.07
N -1.892 -0.969 0.144 -0.35 -0.45 -0.68
H -3.372 -1.595 -1.157 0.25 0.43 -0.19
H -3.461 0.065 -0.255 0.35 -2.79 -1.33
S -0.493 0.598 -0.761 1.44 -0.29 0.24
N -2.971 -0.867 -0.568 -0.24 2.64 2.43
H 3.870 0.873 -0.153 -0.19 0.49 2.22
N 3.289 0.956 0.726 0.33 -0.12 -0.33
```
Positions in Å, forces in eV/Å.

Relative energy (zero: lowest compared OMol25 entry of this formula, charge and spin) ... 52.61 kcal per mole
Gap between HOMO and LUMO (spin up / spin down) ... 7.42 / 7.41 eV
E ... -657.8974 hartree
Charge ... +1

=====

# CH5N5

An isolated molecule of CH5N5 in a non-equilibrium geometry (the ωB97M-V functional and the def2-TZVPD basis, the Open Molecules 2025 dataset).

Structure (XYZ):
```
11
Properties=species:S:1:pos:R:3:forces:R:3
C 1.476 -0.512 0.040 -1.17 0.53 3.20
H 1.879 -0.820 1.058 0.13 0.92 -1.13
N 0.285 1.385 -0.143 -2.57 -0.39 -0.35
H -1.886 0.480 1.010 -1.69 0.66 2.07
N -1.992 0.522 0.043 3.34 -2.94 0.55
N 0.086 -0.915 0.070 -1.91 -0.35 -0.69
N 1.421 0.995 -0.093 3.10 -1.00 0.57
H -0.145 -1.656 -0.635 0.17 1.43 0.57
H -2.564 1.181 -0.412 0.22 1.04 -0.69
N -0.606 0.350 -0.270 -0.72 0.59 -2.33
H 2.046 -1.011 -0.668 1.12 -0.50 -1.78
```
Positions in Å, forces in eV/Å.

Relative energy (zero: lowest compared OMol25 entry of this formula, charge and spin) ... 55.21 kcal per mole
Gap between HOMO and LUMO ... 9.22 eV
SMILES ... NN1N=NCN1
E ... -314.7262 hartree
Charge ... 0

=====

# CH5N5O

A cluster of 2 separate species, CH5N5O in total in a non-equilibrium geometry (the ωB97M-V functional and the def2-TZVPD basis, the Open Molecules 2025 dataset).

Structure (XYZ):
```
12
Properties=species:S:1:pos:R:3:forces:R:3
H -2.864 1.176 0.913 0.00 0.64 0.33
N -3.270 0.532 0.242 -3.22 2.16 1.57
H -0.181 -1.590 -0.420 2.33 -0.60 1.04
H 2.482 0.813 0.459 0.69 2.28 1.45
N -2.373 -0.037 -0.276 1.19 -2.67 -1.10
O 0.832 -1.582 -0.098 -2.47 -0.20 -1.62
H 0.263 1.513 0.131 0.28 -0.74 -0.51
N 2.343 0.121 -0.192 2.37 -3.29 -0.74
N 0.058 0.510 0.008 0.57 3.50 1.74
C 1.022 -0.269 -0.101 2.23 -1.00 0.54
N -1.456 -0.567 -0.626 -1.28 -1.68 -2.14
H 3.144 -0.620 -0.040 -2.68 1.59 -0.55
```
Positions in Å, forces in eV/Å.

Relative energy (zero: lowest compared OMol25 entry of this formula, charge and spin) ... 36.93 kcal per mole
Gap between HOMO and LUMO ... 9.67 eV
E ... -390.0021 hartree
Charge ... 0

=====

# CH5NO

A cluster of 2 separate species, CH5NO in total in a non-equilibrium geometry (the ωB97M-V functional and the def2-TZVPD basis, the Open Molecules 2025 dataset).

Structure (XYZ):
```
8
Properties=species:S:1:pos:R:3:forces:R:3
H 3.057 -0.034 1.302 0.74 0.95 1.18
H -0.903 -0.356 -1.533 -0.56 0.76 -0.22
N -1.170 -0.171 -0.574 2.14 -2.32 0.66
O 2.697 -0.558 0.620 -0.35 -0.91 -0.93
H -2.411 0.748 0.799 0.02 0.05 0.02
H 1.747 -0.489 0.763 -0.55 -0.03 -0.40
C -2.052 0.750 -0.233 1.20 -1.32 2.93
H -2.560 1.293 -0.876 -2.65 2.83 -3.24
```
Positions in Å, forces in eV/Å.

Relative energy (zero: lowest compared OMol25 entry of this formula, charge and spin) ... 27.07 kcal per mole
Gap between HOMO and LUMO (spin up / spin down) ... 3.02 / 6.83 eV
Spin multiplicity ... 2
<S²> ... 0.7530
E ... -170.9946 hartree
Charge ... -1

=====

# CH5NO

A structure of composition CH5NO in a non-equilibrium geometry (the ωB97M-V functional and the def2-TZVPD basis, the Open Molecules 2025 dataset).

Structure (XYZ):
```
8
Properties=species:S:1:pos:R:3:forces:R:3
C -1.538 0.219 0.305 -0.56 0.24 -0.69
H -2.217 -0.467 -0.219 -0.85 0.50 -0.05
H -0.156 -0.099 0.468 0.95 1.42 0.31
O 2.214 -0.430 -0.203 -0.13 0.06 -0.22
H 1.402 0.090 -0.313 0.39 0.13 -0.14
H 2.553 -0.493 -1.103 0.03 -0.08 0.17
N -0.486 0.678 -0.281 0.19 -1.60 0.37
H -1.772 0.502 1.346 -0.02 -0.67 0.25
```
Positions in Å, forces in eV/Å.

Relative energy (zero: lowest compared OMol25 entry of this formula, charge and spin) ... 80.48 kcal per mole
Gap between HOMO and LUMO ... 9.12 eV
E ... -170.9539 hartree
Charge ... 0

=====

# CH5NO

An isolated molecule of CH5NO in a non-equilibrium geometry (the ωB97M-V functional and the def2-TZVPD basis, the Open Molecules 2025 dataset).

Structure (XYZ):
```
8
Properties=species:S:1:pos:R:3:forces:R:3
H 1.081 -0.562 0.694 0.56 0.18 0.61
H 0.190 -0.453 -1.793 0.06 -0.85 0.82
O -0.996 -0.674 0.667 1.97 0.71 0.87
N 0.389 0.215 -1.066 -0.81 3.30 -0.72
H 0.078 1.113 0.789 1.35 -1.92 -0.66
C 0.288 0.060 0.323 -2.87 -0.04 -0.05
H -0.235 1.029 -1.235 0.79 -0.88 -0.63
H -0.796 -0.727 1.620 -1.04 -0.50 -0.25
```
Positions in Å, forces in eV/Å.

Relative energy (zero: lowest compared OMol25 entry of this formula, charge and spin) ... 15.90 kcal per mole
Gap between HOMO and LUMO ... 10.91 eV
SMILES ... NCO
E ... -171.0568 hartree
Charge ... 0

=====

# CH5NO2

A cluster of 2 separate species, CH5NO2 in total in a non-equilibrium geometry (the ωB97M-V functional and the def2-TZVPD basis, the Open Molecules 2025 dataset).

Structure (XYZ):
```
9
Properties=species:S:1:pos:R:3:forces:R:3
H -0.325 1.290 -0.168 0.53 -0.77 0.21
H -1.301 -1.394 -0.269 0.42 0.30 0.12
N 2.197 -0.522 0.349 -1.93 -1.47 -0.37
O -0.554 -0.792 -0.118 -0.43 -1.06 -0.86
H -1.919 0.869 -0.544 1.00 -1.34 1.06
H -1.255 0.609 1.147 -0.41 0.27 0.61
C -1.029 0.489 0.107 -1.52 2.58 -1.16
O 2.846 0.298 -0.200 0.68 0.92 -0.66
H 1.340 -0.848 -0.305 1.66 0.55 1.05
```
Positions in Å, forces in eV/Å.

Relative energy (zero: lowest compared OMol25 entry of this formula, charge and spin) ... 96.62 kcal per mole
Gap between HOMO and LUMO ... 9.14 eV
SMILES ... N=O.CO
E ... -246.2029 hartree
Charge ... 0

=====

# CH5NO2PS

A cluster of 3 separate species, CH5NO2PS in total in a non-equilibrium geometry (the ωB97M-V functional and the def2-TZVPD basis, the Open Molecules 2025 dataset).

Structure (XYZ):
```
11
Properties=species:S:1:pos:R:3:forces:R:3
H 2.407 -1.085 0.190 0.60 0.37 -0.69
O -2.883 0.092 -0.457 -2.96 -0.22 0.08
H -0.171 2.085 1.992 0.85 -0.85 6.43
H 2.038 -1.622 1.821 0.37 -0.18 1.95
C 1.727 -1.588 0.833 -0.08 0.20 -1.00
N -0.793 0.715 -1.649 2.84 0.03 3.56
S 0.311 -2.078 0.325 -0.71 -0.58 -0.19
O -0.302 2.161 1.135 -1.35 -0.03 -7.23
P -1.473 0.147 -0.134 2.75 1.44 -1.00
H 0.256 0.683 -1.511 -1.65 0.30 -0.80
H -1.116 0.491 -2.546 -0.64 -0.49 -1.11
```
Positions in Å, forces in eV/Å.

Relative energy (zero: lowest compared OMol25 entry of this formula, charge and spin) ... 109.61 kcal per mole
Gap between HOMO and LUMO ... 6.38 eV
E ... -985.8517 hartree
Charge ... -1

=====

# CH5NO2S

An isolated molecule of CH5NO2S in a non-equilibrium geometry (the ωB97M-V functional and the def2-TZVPD basis, the Open Molecules 2025 dataset).

Structure (XYZ):
```
10
Properties=species:S:1:pos:R:3:forces:R:3
H 0.290 -1.194 0.331 0.28 0.82 0.75
H 1.251 1.821 0.093 -0.68 -0.29 -0.71
C 0.117 -0.497 1.208 3.23 -3.24 -1.26
O -0.783 2.594 -0.664 0.35 -0.58 -0.36
H -0.515 -1.233 1.806 0.59 2.14 0.12
N 0.545 -0.182 -1.901 -1.77 0.70 4.79
H 1.214 -0.191 1.564 -2.49 -0.95 0.02
S 0.052 1.422 -0.551 1.68 -1.58 -1.45
H 0.871 0.161 -2.757 0.60 1.92 -1.82
O -0.504 0.627 0.699 -1.78 1.04 -0.07
```
Positions in Å, forces in eV/Å.

Relative energy (zero: lowest compared OMol25 entry of this formula, charge and spin) ... 156.77 kcal per mole
Gap between HOMO and LUMO ... 8.69 eV
SMILES ... CO[S@@H](=N)=O
E ... -644.2945 hartree
Charge ... 0

=====

# CH5NO3

A cluster of 2 separate species, CH5NO3 in total (the ωB97M-V functional and the def2-TZVPD basis, the Open Molecules 2025 dataset).

Structure (XYZ):
```
10
Properties=species:S:1:pos:R:3:forces:R:3
N -0.084 -0.044 -1.059 0.26 -0.11 0.23
H 2.284 2.478 0.296 0.20 -0.01 0.37
O -0.153 -1.115 0.981 0.39 0.33 0.30
H -0.611 0.024 -1.907 -0.16 0.40 0.09
O 2.326 1.569 0.000 -0.23 -0.42 -0.65
H 0.823 0.390 -0.975 0.05 -0.26 -0.05
O -2.029 -0.333 0.025 0.23 -0.15 -0.06
C -0.675 -0.538 0.063 -0.72 -0.04 -0.41
H 2.836 1.026 0.607 -0.01 0.36 0.23
H -2.374 -0.744 0.829 -0.02 -0.09 -0.05
```
Positions in Å, forces in eV/Å.

Relative energy (zero: lowest compared OMol25 entry of this formula, charge and spin) ... 7.50 kcal per mole
Gap between HOMO and LUMO ... 10.74 eV
SMILES ... NC(=O)O.O
E ... -321.6116 hartree
Charge ... 0